(1)
This record from the OMol25 dataset describes a 3-piece molecular cluster, C16H23F2NO9 overall at a distorted geometry. The level of theory is the ωB97M-V functional and the def2-TZVPD basis.

Calculated values
* SMILES string: CCN(CC[C@H]1COC(=O)C1)C(C)=O.O=C1OC[C@@H](F)O1.O=C1OC[C@@H](F)O1
* gap between HOMO and LUMO: 9.45 eV
* HOMO level: -0.356 Ha
* E_LUMO: -0.23 eV
* total charge: 0

Geometry as XYZ:
```
51
Properties=species:S:1:pos:R:3:lowdin_charge:R:1
C 2.4578 5.3652 0.2505 -0.125
C 2.3309 4.0878 -0.7860 -0.227
N 0.9699 3.9278 -1.4247 -0.158
C -0.1451 3.7739 -0.4153 -0.186
C 0.2348 2.8794 0.9077 -0.140
C 0.7228 1.3465 0.5925 -0.251
C 0.0421 0.3529 1.7455 -0.140
O -0.5793 -0.8026 1.0384 -0.114
C 0.2485 -0.9420 -0.2047 -0.215
O 0.8373 -2.0546 -0.6516 0.000
C 0.2814 0.6121 -0.8081 -0.022
C 0.6797 4.9771 -2.4738 -0.288
C 0.1969 4.4419 -3.9795 -0.033
O 0.7759 6.3012 -2.3305 -0.026
H 1.4207 5.9198 0.4399 0.085
H 2.9834 5.0759 1.2790 0.081
H 3.1485 6.1921 -0.2633 0.087
H 2.7385 3.0689 -0.3158 0.119
H 3.0905 4.3244 -1.6760 0.134
H -1.0506 3.2329 -0.9747 0.130
H -0.5406 4.8590 -0.1504 0.132
H 1.0515 3.3611 1.6070 0.119
H -0.7534 2.7922 1.5568 0.123
H 1.8662 1.2950 0.9310 0.148
H -0.7805 0.8026 2.4484 0.134
H 0.9117 0.0903 2.5024 0.138
H 1.3039 0.6109 -1.4084 0.138
H -0.6477 0.9964 -1.4069 0.138
H 1.0340 4.6334 -4.7744 0.092
H -0.1861 3.3370 -3.9269 0.076
H -0.7299 5.1407 -4.2585 0.099
C -1.5544 -3.8896 -2.0230 -0.077
C -2.2500 -3.5592 -0.7468 -0.333
O -3.3405 -4.4521 -0.7251 0.146
C -2.9176 -5.5451 -1.4204 -0.498
O -3.4699 -6.6321 -1.3888 0.149
O -1.7933 -5.2768 -2.1522 0.080
F -2.7336 -2.2970 -0.7740 0.078
H -1.9803 -3.3661 -2.8855 0.151
H -0.4824 -3.6789 -1.9790 0.126
H -1.6372 -3.7046 0.1491 0.143
C -0.6451 -4.0685 2.5807 -0.086
C 0.4770 -4.2586 3.5432 -0.327
O 0.2467 -5.5465 4.0677 0.145
C -0.3896 -6.2260 3.0726 -0.496
O -0.5096 -7.4394 3.0407 0.154
O -0.8707 -5.3819 2.1095 0.069
F 0.4001 -3.3663 4.5559 0.079
H -1.5556 -3.6935 3.0601 0.158
H -0.3794 -3.3976 1.7593 0.112
H 1.4717 -4.2195 3.0864 0.180
```

(2)
This record from the OMol25 dataset describes a 2-piece molecular cluster, C4H5Br4NO2 overall at a distorted geometry. The level of theory is the ωB97M-V functional and the def2-TZVPD basis.

Calculated values
* SMILES string: [O-][N+](O)=C(Br)Br.C=C(Br)CBr
* energy above the lowest of the compared OMol25 structures with the same formula, charge and spin: 79.24 kJ/mol
* gap between HOMO and LUMO: 9.28 eV
* HOMO level: -0.332 Ha
* E_LUMO: 0.26 eV
* total charge: 0

Geometry as XYZ:
```
16
Properties=species:S:1:pos:R:3:lowdin_charge:R:1
C -0.7342 -0.0925 -1.1441 -0.051
C -0.5397 -0.0798 1.3324 -0.714
C -0.8015 -0.7218 0.0107 -0.729
C 2.6262 -1.9572 -0.8075 -1.177
N 2.3722 -0.8510 -0.1842 -0.438
O 2.2491 -0.8469 1.0762 -0.147
O 2.4516 0.3216 -0.9228 0.007
Br 0.0892 1.7150 1.2416 0.756
Br -1.0918 -2.7156 0.2676 0.626
Br 2.6504 -1.9329 -2.6452 0.805
Br 2.7114 -3.5028 0.2485 0.776
H 1.9874 0.8867 -0.2922 0.034
H -0.7055 0.9124 -1.2211 0.008
H -0.8046 -0.5825 -2.0405 0.044
H -1.5483 -0.1045 1.9526 0.107
H 0.2892 -0.7702 1.8670 0.092
```

(3)
This record from the OMol25 dataset describes C10H15Cl2MnN2S as an isolated structure at a distorted geometry. The level of theory is the ωB97M-V functional and the def2-TZVPD basis.

Calculated values
* gap between HOMO and LUMO (alpha / beta): 6.02 / 6.91 eV
* HOMO level (alpha / beta): -0.564 / -0.569 Ha
* E_LUMO (alpha / beta): -9.33 / -8.58 eV
* total charge: +2

Geometry as XYZ:
```
31
Properties=species:S:1:pos:R:3:lowdin_charge:R:1
Mn -0.2095 0.3785 0.3296 0.209
Cl -1.0489 -1.5738 -0.6038 0.855
C 0.3482 -2.1982 -1.4872 -0.557
C 0.2030 -3.3703 -2.1815 -0.064
C 1.3215 -3.8421 -2.8686 -0.005
C 2.5261 -3.1546 -2.8499 -0.053
C 2.6443 -1.9729 -2.1388 -0.668
Cl 4.1342 -1.1311 -2.1229 0.773
C 1.5372 -1.4632 -1.4302 -0.619
S 1.6789 0.0148 -0.5363 0.878
H -0.7368 -3.9045 -2.1966 0.129
H 1.2454 -4.7646 -3.4284 0.135
H 3.3841 -3.5327 -3.3882 0.130
N -0.0153 -0.1642 2.2603 -0.028
C -0.6306 1.0340 2.9175 -0.163
C -0.2863 2.3016 2.0949 -0.169
C -1.4816 2.9129 1.3475 -0.162
C -2.0571 2.0575 0.2269 -0.204
N -1.0313 1.7745 -0.8144 -0.019
H -0.4287 -1.0357 2.5847 0.130
H 0.9704 -0.2124 2.5100 0.124
H -0.2874 1.1164 3.9463 0.139
H -1.7086 0.8755 2.9497 0.132
H 0.5835 2.1131 1.4198 0.109
H 0.1063 3.0636 2.7667 0.142
H -1.2058 3.8894 0.9432 0.138
H -2.2811 3.1022 2.0654 0.141
H -2.9370 2.5316 -0.2064 0.152
H -2.4179 1.0739 0.5981 0.125
H -0.4698 2.6004 -1.0131 0.138
H -1.4494 1.4803 -1.6939 0.134
```

(4)
This record from the OMol25 dataset describes C4H6BiO as an isolated structure at a distorted geometry. The level of theory is the ωB97M-V functional and the def2-TZVPD basis.

Calculated values
* energy above the lowest of the compared OMol25 structures with the same formula, charge and spin: 0.00 kJ/mol
* gap between HOMO and LUMO (alpha / beta): 8.80 / 5.30 eV
* HOMO level (alpha / beta): -0.923 / -0.839 Ha
* E_LUMO (alpha / beta): -16.33 / -17.53 eV
* total charge: +3

Geometry as XYZ:
```
12
Properties=species:S:1:pos:R:3:lowdin_charge:R:1
C -1.3536 0.9901 0.0649 0.083
C -1.1647 -0.3933 0.5089 0.115
C 0.0047 -1.0649 0.2213 0.155
C 1.0615 -0.3517 -0.4420 -0.108
O 2.1788 -0.1574 0.1229 -0.401
Bi 3.9487 0.5622 -0.1621 2.072
H -1.3310 1.6736 0.9248 0.166
H -2.3057 1.1011 -0.4714 0.158
H -2.0715 -1.0000 0.5744 0.185
H 0.2350 -2.0121 0.7112 0.196
H 1.0516 -0.5481 -1.5340 0.206
H -0.2539 1.2004 -0.5188 0.172
```